Entry 1:
Density functional theory data (ωB97M-V/def2-TZVPD) for C32H40F8INO26Si2 as an isolated structure.

Lowest unoccupied orbital energy: -0.154 eV
Charge: 0
E_HOMO: -9.44 eV

Positions of all 110 atoms, in Å:
C  -3.983004  4.660476  -2.743951
C  -3.936118  4.391470  -1.445854
C  -4.189246  5.441991  -0.407319
Si  -2.487278  6.088440  0.097173
C  -2.510553  7.022038  1.755180
C  -2.282980  6.213020  3.016147
O  -1.733583  6.685478  3.978380
I  -2.928422  4.151809  3.111814
O  -1.481123  4.758089  0.092951
Si  0.133996  5.023017  0.394307
N  0.813335  3.470428  0.842035
C  1.843059  3.477694  1.588410
C  2.161026  2.241895  2.371209
C  2.832406  4.610938  1.738731
H  -4.400164  5.600578  -3.066781
H  -3.571213  3.943509  -3.433561
H  -3.675761  3.410172  -1.084444
H  -4.831980  6.234890  -0.780345
H  -4.648067  5.001540  0.477360
H  -2.108214  7.080297  -0.934571
H  -3.511452  7.447821  1.852270
H  -1.823209  7.859677  1.714616
H  0.208619  5.922540  1.570039
H  0.820114  5.658390  -0.747865
H  2.094537  2.412397  3.444642
H  3.182903  1.918467  2.173861
H  1.504292  1.419544  2.116340
H  2.483356  5.407482  2.388953
H  3.137413  4.976188  0.763434
H  3.730420  4.208416  2.199177
C  -4.087690  0.232341  1.847566
C  -3.596453  0.123740  3.271879
O  -4.299550  -1.014566  3.747628
C  -4.532240  -1.810512  2.670934
O  -4.866400  -2.948325  2.742222
O  -4.335124  -1.143426  1.516772
F  -3.943284  1.203115  4.007533
H  -5.019021  0.797547  1.779970
H  -3.353530  0.670242  1.176017
H  -2.522529  -0.045555  3.369325
C  -9.764818  -1.539365  2.855682
C  -8.437271  -1.895157  2.235692
O  -7.902442  -0.626488  1.887037
C  -8.423587  0.269233  2.781206
O  -7.998544  1.358423  2.954497
O  -9.480066  -0.263777  3.440673
F  -8.591835  -2.628657  1.107921
H  -10.549283  -1.432711  2.105425
H  -10.087628  -2.252453  3.609401
H  -7.747968  -2.406415  2.910817
C  -5.230794  -3.802620  5.499087
C  -4.403573  -3.411573  6.701050
O  -5.242520  -3.772540  7.784231
C  -6.018930  -4.812703  7.358165
O  -6.640962  -5.521845  8.070129
O  -5.970859  -4.921971  6.007363
F  -4.172836  -2.075712  6.748026
H  -5.921344  -3.013696  5.203480
H  -4.633051  -4.085192  4.645003
H  -3.453139  -3.941364  6.787657
C  5.431493  1.015391  -1.697986
C  6.417770  1.240079  -0.580341
O  5.655744  0.889577  0.575938
C  4.740295  -0.027368  0.174323
O  4.118098  -0.722132  0.915221
O  4.628485  -0.057566  -1.164378
F  6.795476  2.534095  -0.478570
H  4.800063  1.888324  -1.870121
H  5.898608  0.721601  -2.642245
H  7.307276  0.610318  -0.627296
C  3.528340  -2.932508  -4.149869
C  4.886697  -3.583629  -4.115437
O  5.735091  -2.535096  -4.570688
C  5.137979  -1.369136  -4.216339
O  5.685431  -0.312408  -4.192002
O  3.851515  -1.561739  -3.878197
F  4.969668  -4.622399  -4.976882
H  3.065771  -3.006061  -5.135639
H  2.845904  -3.322518  -3.408993
H  5.211101  -3.907303  -3.125418
C  1.359192  -2.400898  0.588875
C  0.956069  -2.556765  -0.858077
O  1.310266  -3.906384  -1.130605
C  1.217584  -4.582816  0.052480
O  1.187758  -5.764656  0.139646
O  1.151521  -3.730872  1.094096
F  1.664123  -1.739611  -1.674142
H  2.407212  -2.124696  0.711265
H  0.744098  -1.680518  1.122108
H  -0.109850  -2.419205  -1.050015
C  5.959786  3.910519  -6.198633
C  7.012277  3.002091  -6.788072
O  7.872421  2.778556  -5.686129
C  7.112674  2.884144  -4.559720
O  7.439216  2.503851  -3.489624
O  5.923948  3.476155  -4.835897
F  7.706772  3.612993  -7.779054
H  6.258786  4.958700  -6.240462
H  4.986943  3.797833  -6.669719
H  6.633929  2.045343  -7.151553
C  2.301792  -7.682408  -2.431636
C  2.802584  -6.760608  -3.518412
O  4.188698  -7.027970  -3.533564
C  4.350649  -8.323960  -3.118381
O  5.340220  -8.951777  -3.258142
O  3.216481  -8.781054  -2.535761
F  2.600544  -5.449934  -3.194134
H  2.381032  -7.229225  -1.443195
H  1.277894  -8.010250  -2.589264
H  2.382172  -6.954293  -4.506582

Atoms 1-6, force components in eV/Å:
C 0.177 -0.409 0.444
C -0.406 0.603 -0.053
C 0.271 -0.509 0.503
Si -0.916 -0.437 -0.391
C -0.325 -0.997 -0.293
C 1.276 1.644 1.210

Atomic partial charges in e from the Löwdin method, atoms 1 to 99: number 1, C, carries -0.009; number 2, C, carries -0.269; number 3, C, carries -0.277; number 4, Si, carries 0.446; number 5, C, carries -0.269; number 6, C, carries -0.864; number 7, O, carries -0.009; number 8, I, carries 0.933; number 9, O, carries -0.414; number 10, Si, carries 0.436; number 11, N, carries -0.002; number 12, C, carries -0.491; number 13, C, carries -0.042; number 14, C, carries -0.061; number 15, H, carries 0.058; number 16, H, carries 0.051; number 17, H, carries 0.092; number 18, H, carries 0.081; number 19, H, carries 0.046; number 20, H, carries 0.023; number 21, H, carries 0.094; number 22, H, carries 0.081; number 23, H, carries 0.008; number 24, H, carries -0.015; number 25, H, carries 0.091; number 26, H, carries 0.070; number 27, H, carries 0.068; number 28, H, carries 0.078; number 29, H, carries 0.080; number 30, H, carries 0.075; number 31, C, carries -0.041; number 32, C, carries -0.313; number 33, O, carries 0.129; number 34, C, carries -0.551; number 35, O, carries 0.156; number 36, O, carries 0.085; number 37, F, carries 0.013; number 38, H, carries 0.145; number 39, H, carries 0.140; number 40, H, carries 0.177; number 41, C, carries -0.048; number 42, C, carries -0.315; number 43, O, carries 0.122; number 44, C, carries -0.549; number 45, O, carries 0.184; number 46, O, carries 0.079; number 47, F, carries 0.082; number 48, H, carries 0.146; number 49, H, carries 0.142; number 50, H, carries 0.165; number 51, C, carries -0.063; number 52, C, carries -0.308; number 53, O, carries 0.132; number 54, C, carries -0.552; number 55, O, carries 0.184; number 56, O, carries 0.076; number 57, F, carries 0.073; number 58, H, carries 0.135; number 59, H, carries 0.119; number 60, H, carries 0.174; number 61, C, carries -0.052; number 62, C, carries -0.300; number 63, O, carries 0.130; number 64, C, carries -0.558; number 65, O, carries 0.147; number 66, O, carries 0.079; number 67, F, carries 0.080; number 68, H, carries 0.154; number 69, H, carries 0.087; number 70, H, carries 0.178; number 71, C, carries -0.049; number 72, C, carries -0.304; number 73, O, carries 0.149; number 74, C, carries -0.537; number 75, O, carries 0.146; number 76, O, carries 0.083; number 77, F, carries 0.084; number 78, H, carries 0.152; number 79, H, carries 0.102; number 80, H, carries 0.180; number 81, C, carries -0.036; number 82, C, carries -0.298; number 83, O, carries 0.110; number 84, C, carries -0.546; number 85, O, carries 0.173; number 86, O, carries 0.086; number 87, F, carries 0.082; number 88, H, carries 0.117; number 89, H, carries 0.139; number 90, H, carries 0.174; number 91, C, carries -0.051; number 92, C, carries -0.313; number 93, O, carries 0.141; number 94, C, carries -0.539; number 95, O, carries 0.184; number 96, O, carries 0.073; number 97, F, carries 0.076; number 98, H, carries 0.145; number 99, H, carries 0.140

=====

Entry 2:
Density functional theory data (ωB97M-V/def2-TZVPD) for an isolated ion of composition C16H10F3N2O4S and charge -1.

Lowest unoccupied orbital energy: 2.670 eV
Charge: -1
E_HOMO: -3.12 eV

Positions of all 36 atoms, in Å:
C  1.915260  -0.784116  2.120317
N  2.280515  -0.638223  3.717100
O  3.412566  -0.209854  3.943367
O  1.415185  -0.877521  4.578870
C  2.666847  -2.075427  1.890831
C  2.221915  -3.383515  2.188134
C  3.134057  -4.451751  2.197578
C  4.488896  -4.237829  1.929316
C  4.915497  -2.954288  1.594705
C  4.014219  -1.912449  1.539604
H  3.657109  0.499949  1.217231
H  1.179090  -3.614725  2.437659
H  2.791833  -5.458303  2.481976
H  5.228447  -5.018894  2.085856
H  5.966350  -2.717054  1.421057
H  4.343689  -0.909895  1.282984
F  -4.278730  2.449256  -2.208663
C  -2.945609  2.595539  -1.956376
F  -2.258236  2.261474  -3.081975
F  -2.727493  3.919150  -1.707528
S  -2.453351  1.523102  -0.506801
N  -0.818102  2.227156  -0.731104
C  -0.372389  3.091526  0.321134
O  -1.056576  3.899264  0.922910
C  1.020888  2.674719  0.534019
C  1.291447  1.551627  -0.285126
C  2.086828  0.545231  0.073196
C  2.576389  0.507384  1.446359
C  2.376377  1.755430  2.260436
C  1.674097  2.804282  1.764723
C  0.079474  1.189569  -1.047460
O  -0.134284  0.181678  -1.710029
H  2.312036  -0.239994  -0.655985
H  0.808202  -0.857472  2.039480
H  2.895534  1.811891  3.212401
H  1.560028  3.740523  2.284097

Atoms 1-6, force components in eV/Å:
C 1.491 0.057 1.548
N -0.709 1.000 0.489
O -1.596 -1.184 0.144
O 1.624 0.232 -1.705
C 0.554 -0.740 -0.619
C 0.106 0.129 -0.131

Population analysis type Löwdin, resulting atomic charges in e: number 1, C, carries -0.023; number 2, N, carries -0.317; number 3, O, carries 0.039; number 4, O, carries 0.040; number 5, C, carries -0.180; number 6, C, carries -0.026; number 7, C, carries -0.094; number 8, C, carries -0.099; number 9, C, carries -0.080; number 10, C, carries -0.044; number 11, H, carries 0.118; number 12, H, carries 0.115; number 13, H, carries 0.101; number 14, H, carries 0.095; number 15, H, carries 0.104; number 16, H, carries 0.096; number 17, F, carries 0.045; number 18, C, carries -0.790; number 19, F, carries 0.075; number 20, F, carries 0.074; number 21, S, carries 1.082; number 22, N, carries -0.205; number 23, C, carries -0.473; number 24, O, carries 0.025; number 25, C, carries -0.165; number 26, C, carries -0.150; number 27, C, carries -0.028; number 28, C, carries -0.283; number 29, C, carries -0.065; number 30, C, carries -0.057; number 31, C, carries -0.454; number 32, O, carries 0.034; number 33, H, carries 0.129; number 34, H, carries 0.168; number 35, H, carries 0.085; number 36, H, carries 0.107

=====

Entry 3:
Density functional theory data (ωB97M-V/def2-TZVPD) for a 2-piece molecular cluster, CH4IN2 overall.

Lowest unoccupied orbital energy: -4.579 eV
Charge: +1
E_HOMO: -13.55 eV

Positions of all 8 atoms, in Å:
C  0.998583  -0.161970  0.216251
N  1.077231  1.071896  0.385284
N  0.714524  -1.284373  0.138750
I  -2.801552  0.289170  -0.202536
H  -2.627775  -0.928492  -1.304143
H  1.212160  1.479483  1.302479
H  0.603765  1.716212  -0.327542
H  0.823061  -2.181923  -0.208546

Atoms 1-6, force components in eV/Å:
C -1.143 -2.799 0.071
N -0.699 3.604 -1.136
N 0.182 2.464 0.330
I 0.153 -0.589 -0.558
H -0.117 0.622 0.541
H 0.297 -0.103 0.126

Population analysis type Löwdin, resulting atomic charges in e: number 1, C, carries -0.195; number 2, N, carries 0.231; number 3, N, carries 0.382; number 4, I, carries 0.389; number 5, H, carries -0.296; number 6, H, carries 0.167; number 7, H, carries 0.196; number 8, H, carries 0.125

=====

Entry 4:
Density functional theory data (ωB97M-V/def2-TZVPD) for C16H15Br2HgN4O5 as an isolated structure.

Lowest unoccupied orbital energy (alpha / beta): 3.833 / 3.833 eV
Charge: -2
E_HOMO (alpha / beta): 0.15 / -2.69 eV
Multiplicity: 2

Positions of all 43 atoms, in Å:
Hg  0.568613  1.384860  0.412183
N  1.266567  3.077023  -1.483007
C  1.553660  4.301736  -0.740695
C  0.588890  4.537941  0.418268
O  0.320356  5.718586  0.716158
N  0.147695  3.440597  0.993488
C  -0.801037  3.543928  2.086746
C  -0.881737  2.309866  3.003054
O  -1.378095  2.494163  4.118517
O  -0.498511  1.187195  2.529471
H  1.997998  2.834356  -2.136500
H  0.381013  3.118396  -1.973776
H  1.535958  5.219439  -1.335846
H  2.554508  4.198213  -0.309767
H  -1.817812  3.664289  1.688358
H  -0.599920  4.421383  2.699015
C  1.144495  -4.053864  -0.259234
C  1.917086  -2.764244  -0.131170
C  3.325754  -2.758573  -0.228730
C  3.975613  -1.487933  -0.103660
C  3.221476  -0.378247  0.084819
Br  4.102591  1.316177  0.265879
N  1.871658  -0.343035  0.175653
C  1.246205  -1.593811  0.065929
H  1.826539  -4.901806  -0.345276
H  0.504355  -4.045667  -1.144039
H  0.502916  -4.224142  0.607746
H  3.888497  -3.669219  -0.380832
H  5.051014  -1.392789  -0.154589
H  0.166996  -1.580772  0.142224
Br  -4.956571  -4.428723  -1.691965
C  -3.914302  -3.070365  -0.848936
C  -3.931825  -2.964461  0.530412
N  -3.230676  -2.040281  1.174914
C  -2.496308  -1.184647  0.454258
C  -2.419201  -1.235382  -0.938196
C  -3.143933  -2.208137  -1.601333
C  -1.558031  -0.262222  -1.759542
O  -1.359606  -0.571863  -2.937306
O  -1.124579  0.735233  -1.119875
H  -4.527975  -3.645965  1.128330
H  -1.948377  -0.428267  1.007860
H  -3.071958  -2.268947  -2.679002

Atoms 1-6, force components in eV/Å:
Hg 0.562 0.168 0.309
N 0.091 0.174 -0.146
C 0.176 -0.054 -0.133
C -0.140 0.018 -0.045
O 0.044 -0.051 0.034
N -0.441 -0.373 0.349

Population analysis type Löwdin, resulting atomic charges in e: number 1, Hg, carries 1.188; number 2, N, carries -0.042; number 3, C, carries -0.225; number 4, C, carries -0.605; number 5, O, carries -0.058; number 6, N, carries -0.092; number 7, C, carries -0.171; number 8, C, carries -0.707; number 9, O, carries -0.049; number 10, O, carries -0.168; number 11, H, carries 0.062; number 12, H, carries 0.073; number 13, H, carries 0.096; number 14, H, carries 0.090; number 15, H, carries 0.121; number 16, H, carries 0.105; number 17, C, carries -0.070; number 18, C, carries -0.322; number 19, C, carries -0.107; number 20, C, carries -0.188; number 21, C, carries -0.786; number 22, Br, carries 0.646; number 23, N, carries -0.158; number 24, C, carries -0.120; number 25, H, carries 0.057; number 26, H, carries 0.073; number 27, H, carries 0.073; number 28, H, carries 0.067; number 29, H, carries 0.071; number 30, H, carries 0.086; number 31, Br, carries 0.651; number 32, C, carries -0.672; number 33, C, carries -0.226; number 34, N, carries 0.074; number 35, C, carries -0.073; number 36, C, carries -0.112; number 37, C, carries -0.068; number 38, C, carries -0.669; number 39, O, carries -0.012; number 40, O, carries -0.134; number 41, H, carries 0.088; number 42, H, carries 0.102; number 43, H, carries 0.110

=====

Relative energy (zero: lowest compared OMol25 entry of this formula, charge and spin) across the listed records, respectively: 0.440; 0.000; 1.717; 0.597 eV.